Record 1
This record from the OMol25 dataset describes 2 unconnected molecules or ions with the total composition C6H11NO2 at a distorted geometry. The level of theory is ωB97M-V/def2-TZVPD.

```
20
Properties=species:S:1:pos:R:3:forces:R:3
O 1.5444 1.4199 -0.4475 -0.2662 0.6373 0.1521
C 0.5744 1.2422 -1.1341 0.7028 -1.5795 -0.5379
C 0.2217 -0.1489 -1.6335 1.8219 -0.7538 -0.0902
C -0.7992 -0.8297 -0.7426 0.3202 0.8586 1.1686
C -0.2750 -1.2382 0.6364 0.4516 0.1118 0.1615
C -0.8039 -0.7980 1.7747 -1.0685 1.3468 -0.1022
C 1.8595 -2.2825 0.9361 -0.1358 0.1835 -1.7419
N 0.6365 -2.2727 0.6237 0.3121 -1.0138 0.2408
H -0.0841 2.0170 -1.5320 -0.1383 0.7318 0.3403
H 1.1389 -0.7887 -1.6358 -0.3698 0.6654 0.0838
H -0.0496 -0.0869 -2.6883 -0.5741 0.0196 0.0742
H -1.1442 -1.7420 -1.2319 -0.7078 0.3781 0.0576
H -1.4779 -0.0113 -0.4583 -0.9427 -0.8788 -0.5870
H -1.5843 -0.0385 1.7289 0.0285 -0.1251 -0.3409
H -0.6357 -1.0493 2.8046 0.7619 -0.6685 -0.0266
H 2.5111 -1.4103 0.9980 -0.3101 0.3627 0.6926
H 2.3714 -3.2240 0.7738 0.1263 -0.2445 0.4789
H -2.6781 3.0076 -0.5178 -0.4029 -0.3315 -0.0939
H -2.3831 3.2540 0.9751 -0.2920 -0.3550 0.5915
O -2.1683 3.5279 0.0943 0.6830 0.6548 -0.5213
```
Forces are in eV/Å.

For the energy above the lowest of the compared OMol25 structures with the same formula, charge and spin, the calculation gives 73.5 kcal per mole. Its gap between HOMO and LUMO is 9.2721 eV. The spin multiplicity is 1. For the lowest unoccupied orbital energy, the calculation gives 0.60 eV. The calculation puts the highest occupied orbital energy at -8.67 eV. The SMILES is C=NC(=C)CCC=O.O.

The net atomic charges from Mulliken, expressed in e, are: atom 1 (O): -0.4636, atom 2 (C): 0.0445, atom 3 (C): -0.5613, atom 4 (C): -0.6249, atom 5 (C): 0.7956, atom 6 (C): -1.0740, atom 7 (C): -0.2649, atom 8 (N): -0.4255, atom 9 (H): 0.3086, atom 10 (H): 0.3105, atom 11 (H): 0.3549, atom 12 (H): 0.3536, atom 13 (H): 0.2235, atom 14 (H): 0.1577, atom 15 (H): 0.3257, atom 16 (H): 0.2694, atom 17 (H): 0.2745, atom 18 (H): 0.3106, atom 19 (H): 0.3094, atom 20 (O): -0.6244

Record 2
This record from the OMol25 dataset describes a single C2H6N4 molecule at a distorted geometry. The level of theory is ωB97M-V/def2-TZVPD.

```
12
Properties=species:S:1:pos:R:3:forces:R:3
C -0.5269 0.2051 1.6344 0.1303 -0.0922 0.1097
N 0.4161 -0.6197 -1.7394 -0.8890 0.3144 -0.6260
N 0.6344 0.7637 -1.2118 3.0266 -0.1122 -2.2957
N -0.3177 -1.0624 -0.5582 1.6532 1.4702 0.7049
C -0.3301 0.2190 0.1583 -3.7174 -0.2091 0.9853
N -0.5923 1.2476 -0.6224 0.2896 -1.2131 1.2327
H 1.3373 -1.0701 -1.7078 -0.3420 0.4083 0.1677
H 0.9701 1.4503 -1.8880 -0.1621 -0.3951 -0.1827
H 0.1986 -1.7894 -0.0702 0.1232 -0.0645 -0.0131
H -0.1954 1.1549 2.0486 0.0228 -0.0384 -0.0470
H 0.0022 -0.6141 2.1218 -0.1124 -0.0073 -0.0057
H -1.5962 0.1151 1.8348 -0.0228 -0.0611 -0.0301
```
Forces are in eV/Å.

For the energy above the lowest of the compared OMol25 structures with the same formula, charge and spin, the calculation gives 145.6 kcal per mole. Its gap between HOMO and LUMO is 8.1905 eV. The spin multiplicity is 1. For the lowest unoccupied orbital energy, the calculation gives 0.75 eV. The calculation puts the highest occupied orbital energy at -7.44 eV.

The net atomic charges from Mulliken, expressed in e, are: atom 1 (C): -0.9947, atom 2 (N): -0.5133, atom 3 (N): -0.0513, atom 4 (N): -0.1936, atom 5 (C): 0.7401, atom 6 (N): -0.6956, atom 7 (H): 0.2751, atom 8 (H): 0.2597, atom 9 (H): 0.2751, atom 10 (H): 0.3024, atom 11 (H): 0.3259, atom 12 (H): 0.2701

Record 3
This record from the OMol25 dataset describes 2 unconnected molecules or ions with the total composition C4H9ClN at a distorted geometry. The level of theory is ωB97M-V/def2-TZVPD.

```
15
Properties=species:S:1:pos:R:3:forces:R:3
C -0.8787 -1.1906 -0.0745 -0.8986 -2.9752 1.9150
C -1.3721 0.1574 -0.3565 0.2275 -1.7548 -1.0583
C 1.0921 0.2022 -0.7771 2.0448 -2.7533 -1.3169
C 0.3262 0.5039 1.4704 0.2508 2.9435 -0.8026
N -0.0276 -0.0074 0.0866 0.9346 0.8621 1.9787
Cl -2.5118 1.1015 0.2881 -1.0039 0.9452 0.4635
H -1.0621 -1.7579 0.9616 -0.0032 1.5625 -2.2813
H -0.6548 -1.9672 -0.8588 0.0077 1.3401 0.5713
H -0.2969 0.1704 -2.9068 -0.4378 0.0833 -0.1149
H 0.8806 -0.2379 -1.7746 0.3667 -0.5618 0.8338
H 1.1154 1.1839 -1.0690 0.6150 2.8333 0.0799
H 2.0558 -0.2022 -0.2807 -1.6701 0.7326 -1.1073
H 1.4153 0.6641 1.4381 -0.5635 -0.2518 0.3786
H -0.1332 1.5723 1.6431 0.6067 -2.2876 -0.3984
H 0.0518 -0.1924 2.2101 -0.4767 -0.7182 0.8588
```
Forces are in eV/Å.

For the energy above the lowest of the compared OMol25 structures with the same formula, charge and spin, the calculation gives 140.8 kcal per mole. Its gap between HOMO and LUMO (alpha / beta) is 8.9238 / 9.3923 eV. The spin multiplicity is 1. Its net charge is +1. For the lowest unoccupied orbital energy (alpha / beta), the calculation gives -5.82 / -4.71 eV. The calculation puts the highest occupied orbital energy (alpha / beta) at -14.74 / -14.10 eV.

The net atomic charges from Mulliken, expressed in e, are: atom 1 (C): -0.2165, atom 2 (C): 0.0993, atom 3 (C): -1.0905, atom 4 (C): -0.8329, atom 5 (N): 0.3628, atom 6 (Cl): -0.0182, atom 7 (H): 0.2105, atom 8 (H): 0.2716, atom 9 (H): 0.1394, atom 10 (H): 0.2066, atom 11 (H): 0.5139, atom 12 (H): 0.3574, atom 13 (H): 0.3052, atom 14 (H): 0.3478, atom 15 (H): 0.3436

Record 4
This record from the OMol25 dataset describes a molecular structure, C4H10O2. The level of theory is ωB97M-V/def2-TZVPD.

```
16
Properties=species:S:1:pos:R:3:forces:R:3
C 1.8397 -0.6161 0.2375 0.1062 -0.0250 -0.0035
C 0.5386 -0.4461 -0.4762 0.1858 -0.3479 0.0250
C -0.3770 -1.6326 -0.3735 -0.0191 -0.0967 -0.0841
O -0.3353 0.6441 0.6897 -0.1459 -0.0534 -0.0698
C -0.8454 1.5374 -0.3266 0.0745 0.0475 -0.2042
O -1.8697 2.3029 0.1944 -0.0328 0.2843 0.2897
H 2.3217 0.3503 0.4285 -0.0652 -0.1973 -0.0530
H 1.8447 -1.2100 1.1706 -0.0873 0.0388 -0.0998
H 2.4687 -1.1311 -0.5008 0.0400 -0.0107 0.1547
H -0.0302 -2.3245 -1.1497 -0.0406 -0.0446 0.1033
H -0.3911 -2.1860 0.5877 0.0820 0.1094 -0.0794
H -1.4142 -1.3808 -0.6465 0.2197 -0.0623 0.0022
H -1.0790 0.1647 1.0975 0.1214 0.1238 -0.1984
H 0.0448 2.0913 -0.6355 -0.2439 0.0350 0.0284
H -1.2274 0.9673 -1.1736 -0.0258 0.0821 0.2214
H -1.4887 2.8690 0.8767 -0.1691 0.1169 -0.0325
```
Forces are in eV/Å.

For the energy above the lowest of the compared OMol25 structures with the same formula, charge and spin, the calculation gives 102.7 kcal per mole. Its gap between HOMO and LUMO is 7.7455 eV. The spin multiplicity is 1. For the lowest unoccupied orbital energy, the calculation gives 0.61 eV. The calculation puts the highest occupied orbital energy at -7.13 eV.

The net atomic charges from Mulliken, expressed in e, are: atom 1 (C): -1.1169, atom 2 (C): 0.1825, atom 3 (C): -1.3289, atom 4 (O): -0.3774, atom 5 (C): -0.1694, atom 6 (O): -0.5260, atom 7 (H): 0.3260, atom 8 (H): 0.2495, atom 9 (H): 0.3707, atom 10 (H): 0.4022, atom 11 (H): 0.3154, atom 12 (H): 0.3579, atom 13 (H): 0.3779, atom 14 (H): 0.2334, atom 15 (H): 0.3603, atom 16 (H): 0.3428

Repeat the fourth record exactly.
This record from the OMol25 dataset describes a molecular structure, C4H10O2. The level of theory is ωB97M-V/def2-TZVPD.

```
16
Properties=species:S:1:pos:R:3:forces:R:3
C 1.8397 -0.6161 0.2375 0.1062 -0.0250 -0.0035
C 0.5386 -0.4461 -0.4762 0.1858 -0.3479 0.0250
C -0.3770 -1.6326 -0.3735 -0.0191 -0.0967 -0.0841
O -0.3353 0.6441 0.6897 -0.1459 -0.0534 -0.0698
C -0.8454 1.5374 -0.3266 0.0745 0.0475 -0.2042
O -1.8697 2.3029 0.1944 -0.0328 0.2843 0.2897
H 2.3217 0.3503 0.4285 -0.0652 -0.1973 -0.0530
H 1.8447 -1.2100 1.1706 -0.0873 0.0388 -0.0998
H 2.4687 -1.1311 -0.5008 0.0400 -0.0107 0.1547
H -0.0302 -2.3245 -1.1497 -0.0406 -0.0446 0.1033
H -0.3911 -2.1860 0.5877 0.0820 0.1094 -0.0794
H -1.4142 -1.3808 -0.6465 0.2197 -0.0623 0.0022
H -1.0790 0.1647 1.0975 0.1214 0.1238 -0.1984
H 0.0448 2.0913 -0.6355 -0.2439 0.0350 0.0284
H -1.2274 0.9673 -1.1736 -0.0258 0.0821 0.2214
H -1.4887 2.8690 0.8767 -0.1691 0.1169 -0.0325
```
Forces are in eV/Å.

For the energy above the lowest of the compared OMol25 structures with the same formula, charge and spin, the calculation gives 102.7 kcal per mole. Its gap between HOMO and LUMO is 7.7455 eV. The spin multiplicity is 1. For the lowest unoccupied orbital energy, the calculation gives 0.61 eV. The calculation puts the highest occupied orbital energy at -7.13 eV.

The net atomic charges from Mulliken, expressed in e, are: atom 1 (C): -1.1169, atom 2 (C): 0.1825, atom 3 (C): -1.3289, atom 4 (O): -0.3774, atom 5 (C): -0.1694, atom 6 (O): -0.5260, atom 7 (H): 0.3260, atom 8 (H): 0.2495, atom 9 (H): 0.3707, atom 10 (H): 0.4022, atom 11 (H): 0.3154, atom 12 (H): 0.3579, atom 13 (H): 0.3779, atom 14 (H): 0.2334, atom 15 (H): 0.3603, atom 16 (H): 0.3428

What did the second record say?
This record from the OMol25 dataset describes a single C2H6N4 molecule at a distorted geometry. The level of theory is ωB97M-V/def2-TZVPD.

```
12
Properties=species:S:1:pos:R:3:forces:R:3
C -0.5269 0.2051 1.6344 0.1303 -0.0922 0.1097
N 0.4161 -0.6197 -1.7394 -0.8890 0.3144 -0.6260
N 0.6344 0.7637 -1.2118 3.0266 -0.1122 -2.2957
N -0.3177 -1.0624 -0.5582 1.6532 1.4702 0.7049
C -0.3301 0.2190 0.1583 -3.7174 -0.2091 0.9853
N -0.5923 1.2476 -0.6224 0.2896 -1.2131 1.2327
H 1.3373 -1.0701 -1.7078 -0.3420 0.4083 0.1677
H 0.9701 1.4503 -1.8880 -0.1621 -0.3951 -0.1827
H 0.1986 -1.7894 -0.0702 0.1232 -0.0645 -0.0131
H -0.1954 1.1549 2.0486 0.0228 -0.0384 -0.0470
H 0.0022 -0.6141 2.1218 -0.1124 -0.0073 -0.0057
H -1.5962 0.1151 1.8348 -0.0228 -0.0611 -0.0301
```
Forces are in eV/Å.

For the energy above the lowest of the compared OMol25 structures with the same formula, charge and spin, the calculation gives 145.6 kcal per mole. Its gap between HOMO and LUMO is 8.1905 eV. The spin multiplicity is 1. For the lowest unoccupied orbital energy, the calculation gives 0.75 eV. The calculation puts the highest occupied orbital energy at -7.44 eV.

The net atomic charges from Mulliken, expressed in e, are: atom 1 (C): -0.9947, atom 2 (N): -0.5133, atom 3 (N): -0.0513, atom 4 (N): -0.1936, atom 5 (C): 0.7401, atom 6 (N): -0.6956, atom 7 (H): 0.2751, atom 8 (H): 0.2597, atom 9 (H): 0.2751, atom 10 (H): 0.3024, atom 11 (H): 0.3259, atom 12 (H): 0.2701

Question: Which formula does entry 3 have?
Answer: C4H9ClN

Question: Which value of spin multiplicity does entry 2 give?
Answer: 1